Record 1
Here is C5H8N2O in the gas phase from the OMol25 dataset. Energies are from ωB97M-V with the def2-TZVPD basis set.

Geometry as XYZ:
```
16
Properties=species:S:1:pos:R:3:forces:R:3:lowdin_charge:R:1
C 0.8427 0.5227 0.6421 -1.163 0.315 -1.922 -0.490
C 0.7914 -1.1874 -0.9424 3.315 -0.919 -2.008 -0.121
C -0.3789 -0.4093 -1.0010 -6.150 1.398 -4.534 -0.412
C -1.7709 -0.6730 -0.4108 -4.559 -2.050 0.448 -0.118
C -1.6413 0.7361 0.3904 1.845 -4.189 0.038 -0.060
H 1.9456 0.4209 2.0028 -2.084 2.070 0.393 0.123
H 1.2532 -1.2296 -2.0487 -0.512 -0.224 2.878 0.170
H 0.4488 -2.1950 -0.6167 1.424 0.272 0.455 0.136
H -0.7399 -0.3058 -2.1767 1.500 0.662 2.408 0.182
H -2.6926 -0.5871 -1.2055 2.463 -0.258 1.661 0.128
H -2.0965 -1.7331 0.1520 1.351 2.835 -0.983 0.146
H -1.5436 0.5638 1.4738 -0.511 0.719 -0.342 0.110
H -2.3434 1.4249 0.0174 -0.426 1.222 -0.059 0.087
N 1.0229 1.0224 1.7896 3.234 -2.764 -0.194 0.148
N -0.2683 0.7452 -0.1933 1.096 2.101 0.879 -0.013
O 1.6787 -0.3334 -0.1053 -0.822 -1.190 0.882 -0.015
```
Forces are in eV/Å.

Computed properties:
LUMO level: 0.82 eV
2S+1: 1
SMILES string: [H]/N=C1\OC[C@H]2CCN12
Kohn-Sham gap: 9.81 eV


Record 2
Here is C3H6N4O in the gas phase from the OMol25 dataset. Energies are from ωB97M-V with the def2-TZVPD basis set.

Geometry as XYZ:
```
14
Properties=species:S:1:pos:R:3:forces:R:3:lowdin_charge:R:1
C -2.7897 1.1643 -0.2313 -1.126 -1.028 0.009 -0.005
C -2.1194 -0.0914 0.0423 -1.015 1.544 -2.139 -0.428
C 1.6101 -0.3053 0.2055 1.123 1.625 0.483 -0.123
N -2.1629 -1.3039 -0.2146 -0.147 -1.240 -0.954 0.071
N -1.2140 -2.2158 0.0384 -0.846 -1.752 1.486 -0.023
N -0.0637 -1.7400 0.2823 -0.455 0.875 -1.140 -0.091
N 0.2374 -0.5257 0.0878 -0.003 -0.746 -0.706 -0.052
O -1.5784 0.9623 0.5716 0.145 1.457 2.129 0.072
H -2.6778 1.8250 -1.0425 0.920 0.137 -1.372 0.091
H -3.7958 1.3097 0.1162 -0.095 0.233 1.510 0.100
H 1.6478 0.6366 0.7377 0.667 0.028 1.015 0.076
H 2.0822 -1.1387 0.7206 0.726 0.169 0.134 0.075
H 2.1607 0.0272 -0.6853 -0.358 -0.892 -0.495 0.084
H 0.6186 -2.4414 0.5318 0.463 -0.411 0.040 0.154
```
Forces are in eV/Å.

Computed properties:
LUMO level: 0.81 eV
2S+1: 1
Kohn-Sham gap: 8.79 eV


Record 3
Here is a molecular structure, C19H40HgP2 from the OMol25 dataset. Energies are from ωB97M-V with the def2-TZVPD basis set.

Geometry as XYZ:
```
62
Properties=species:S:1:pos:R:3:forces:R:3:lowdin_charge:R:1
P 0.2440 -2.0037 0.5178 -0.077 0.992 0.713 0.722
P -0.0285 1.5376 0.5432 0.095 -1.605 0.781 0.736
C -0.1566 -0.9277 -0.9067 0.226 -0.867 -0.407 -0.418
C 0.4521 0.4838 -0.8684 -0.231 0.845 -0.626 -0.415
H -1.2531 -0.8766 -1.0134 0.304 -0.085 0.058 0.091
H 0.2372 -1.4747 -1.7706 -0.417 0.694 0.107 0.021
H 1.5522 0.4312 -0.9239 -0.304 0.138 0.090 0.095
H 0.0921 1.0475 -1.7353 0.496 -0.658 0.112 0.013
C -1.7314 2.1012 0.3282 -0.076 0.652 -0.654 -0.255
H -1.9950 2.7321 1.1893 0.086 -0.216 -0.242 0.047
H -2.4272 1.2498 0.2985 0.347 0.214 0.024 0.049
H -1.8280 2.6882 -0.5969 -0.276 -0.022 0.181 0.033
C 1.1182 2.9128 0.7042 -0.021 0.708 -0.529 -0.260
H 1.0394 3.5684 -0.1809 0.264 -0.019 0.338 0.045
H 2.1507 2.5358 0.8008 -0.495 0.099 -0.025 0.057
H 0.8579 3.4808 1.6120 0.124 -0.266 -0.352 0.045
C -0.9035 -3.3944 0.5331 0.166 -0.602 -0.763 -0.271
H -0.6612 -4.0430 1.3912 -0.161 0.296 -0.353 0.046
H -0.7925 -3.9592 -0.4066 -0.348 -0.193 0.293 0.037
H -1.9385 -3.0277 0.6265 0.446 -0.107 0.022 0.050
C 1.9509 -2.5776 0.3466 0.051 -0.633 -0.814 -0.268
H 2.6523 -1.7328 0.4165 -0.311 -0.239 -0.015 0.043
H 2.0817 -3.0933 -0.6170 0.388 -0.018 0.194 0.031
H 2.1640 -3.2753 1.1701 -0.055 0.247 -0.259 0.049
Hg 0.0203 -0.1696 2.3174 -0.123 0.817 2.074 0.806
C 0.5749 1.3480 -3.9457 -0.746 0.568 0.216 -0.119
C -0.7607 1.3953 -3.7693 1.149 0.593 -0.658 -0.128
C -1.7400 0.6919 -4.6488 -0.578 -0.357 -0.111 -0.182
C -1.3477 -0.7434 -5.0919 -0.188 0.121 -0.154 -0.186
C -0.6399 -1.5795 -4.0635 0.361 -0.588 0.196 -0.115
C 0.6916 -1.6646 -3.9101 -0.914 -0.566 -0.777 -0.140
C 1.6837 -0.8673 -4.6927 0.496 0.299 -0.078 -0.178
C 1.2874 0.5958 -5.0292 0.299 -0.047 -0.258 -0.186
C 0.0474 -1.7263 3.7763 -0.007 -1.293 0.660 -0.360
H 1.2397 1.9431 -3.3049 -0.428 -0.243 -0.062 0.109
H -1.2129 2.0628 -3.0242 0.395 -0.292 -0.117 0.099
H -1.9352 1.2725 -5.5681 0.044 -0.045 0.324 0.121
H -2.7008 0.6502 -4.1139 0.192 -0.037 -0.166 0.108
H -2.2850 -1.2603 -5.3548 0.371 0.133 -0.085 0.113
H -0.7334 -0.6830 -5.9983 -0.293 -0.154 0.180 0.099
H -1.3098 -2.2047 -3.4524 0.494 0.205 -0.146 0.111
H 1.1379 -2.4447 -3.2793 -0.370 0.403 0.010 0.104
H 1.9246 -1.3674 -5.6469 -0.036 0.031 0.287 0.121
H 2.6229 -0.8571 -4.1188 -0.177 0.049 -0.165 0.109
H 2.2280 1.1325 -5.2349 -0.354 -0.145 -0.129 0.114
H 0.6919 0.6075 -5.9498 0.248 0.126 0.203 0.101
H 0.7534 -1.4364 4.5655 -0.306 -0.259 -0.169 -0.059
H 0.3564 -2.6742 3.3180 -0.058 -0.168 0.297 -0.074
H -0.9656 -1.8155 4.1886 0.234 -0.235 0.111 -0.054
C -1.4884 0.7337 5.8048 0.170 -0.028 0.024 -0.105
C -0.2115 1.4497 5.3505 -0.044 0.783 0.089 -0.554
C 1.0127 0.9334 6.1204 -0.175 0.022 -0.081 -0.103
C -0.0396 1.5300 3.8343 0.155 0.273 0.466 -0.355
H -1.4515 -0.3376 5.5658 -0.066 0.271 0.064 0.045
H -2.3760 1.1786 5.3369 0.135 -0.128 -0.017 0.068
H -1.6011 0.8462 6.8920 -0.046 -0.106 -0.152 0.068
H -0.3340 2.5033 5.6672 -0.008 -0.196 0.333 0.107
H 1.2120 -0.1248 5.9033 0.017 0.306 0.103 0.047
H 1.9059 1.5251 5.8792 -0.135 -0.167 -0.037 0.068
H 0.8321 1.0398 7.1999 0.092 -0.112 -0.182 0.069
H 0.9100 2.0298 3.6029 -0.093 0.418 0.037 -0.005
H -0.8770 2.1040 3.4162 0.072 0.396 -0.002 -0.010
```
Forces are in eV/Å.

Computed properties:
LUMO level: 0.35 eV
2S+1: 1
Kohn-Sham gap: 4.36 eV